The following is a DFT calculation (wB97M-V/def2-TZVPD) of a structure of composition C7H5O2Rb.

Output
Total charge: +1
Orbital gap (alpha / beta) (eV): 3.3 / 7.3
⟨S²⟩: 0.767
2S+1: 2
ΔE to the lowest compared entry with this formula, charge and spin (kcal per mole): 0.0
E_LUMO (alpha / beta) (hartree): -0.2013 / -0.2001

The geometry in XYZ format:
```
15
Properties=species:S:1:pos:R:3:mulliken_charge:R:1
O 2.33 3.75 0.18 -0.249
C 2.32 2.71 -0.22 0.485
C 2.30 1.42 -0.75 -0.132
C 2.30 0.35 0.09 -1.017
C -1.93 -1.06 -0.17 0.081
O -2.24 0.11 -0.47 -0.501
Rb -3.43 2.53 -3.18 0.987
H 2.21 1.36 -1.83 0.322
H 2.34 0.47 1.18 0.286
H 2.40 -0.65 -0.32 0.321
H -1.93 -1.85 -0.95 0.383
C -1.77 -1.50 1.19 -0.046
C -1.64 -2.84 1.51 0.158
C -1.49 -4.07 1.77 -0.408
H -1.77 -0.73 1.97 0.331
```



The following is a DFT calculation (wB97M-V/def2-TZVPD) of a structure of composition C7H5O4P.

Output
Orbital gap (eV): 9.0
ΔE to the lowest compared entry with this formula, charge and spin (kcal per mole): 0.0
E_LUMO (hartree): -0.0118

The geometry in XYZ format:
```
17
Properties=species:S:1:pos:R:3:mulliken_charge:R:1
C 0.55 -1.38 0.26 -0.508
C 1.08 -0.85 -0.90 -0.494
C -0.05 -0.57 1.22 -0.742
C 1.05 0.52 -1.14 -0.757
C -0.08 0.78 0.98 0.801
C 0.46 1.32 -0.18 0.776
C -2.26 3.49 0.44 0.037
O -2.55 4.39 -0.28 -0.374
O 0.06 4.30 1.84 -0.578
O -0.61 1.75 1.81 -0.471
O 0.36 2.70 -0.22 -0.432
P -0.51 3.21 1.07 0.768
H 0.58 -2.45 0.42 0.372
H 1.54 -1.50 -1.63 0.373
H -0.46 -0.98 2.13 0.436
H 1.47 0.95 -2.03 0.441
H -3.00 2.76 0.82 0.354
```



The following is a DFT calculation (wB97M-V/def2-TZVPD) of an isolated molecule of C7H6.

Output
Orbital gap (alpha / beta) (eV): 8.9 / 8.9
SMILES: C=C=C1C2=C(C)[C@@H]12
ΔE to the lowest compared entry with this formula, charge and spin (kcal per mole): 116.9
E_LUMO (alpha / beta) (hartree): 0.0162 / 0.0162

The geometry in XYZ format:
```
13
Properties=species:S:1:pos:R:3:mulliken_charge:R:1
C 2.25 -0.37 -0.12 -0.016
C 0.94 -0.56 -0.02 0.740
C -0.02 0.46 0.62 -0.754
C -1.12 0.01 0.00 0.701
C 3.10 0.61 -0.06 -0.625
C -0.32 -1.21 -0.08 -0.717
C -2.61 0.24 -0.10 -0.973
H 3.99 0.81 0.45 0.289
H 3.10 1.33 -0.80 0.253
H -0.69 -2.24 0.38 0.200
H -2.81 0.81 0.78 0.310
H -3.08 -0.63 0.09 0.343
H -2.73 0.74 -1.14 0.249
```



no.,E (a.u.)
1,-443.79965
2,-912.11444
3,-270.04987